ORCA calculation (ωB97M-V with the def2-TZVPD basis set) on 13 unconnected molecules or ions with the total composition C19H64O19.

HOMO energy (spin up / spin down) ... 0.370 / -7.253 eV
2S+1 ... 2
⟨S²⟩ ... 0.75
Lowest unoccupied orbital energy (spin up / spin down) ... 1.9 / 2.0 eV
Calculated total energy ... -59636.3885 eV
Orbital gap (spin up / spin down) ... 1.55 / 9.20 eV
Total charge ... -1

```
102
Properties=species:S:1:pos:R:3:forces:R:3
C -3.34509 -2.93114 -1.46374 -0.3911 0.4428 -1.5657
O -4.67949 -3.07348 -0.98883 0.4805 -0.2156 0.8719
H -3.35069 -2.14769 -2.22155 0.3132 0.5170 0.0940
H -2.58327 -2.68849 -0.72290 -0.5367 -0.1759 0.4438
H -3.01535 -3.77646 -2.06774 0.0079 -0.5808 0.4252
H -5.28495 -2.83676 -1.69522 0.1145 0.0013 -0.1735
C 2.44761 -1.08985 2.36935 -0.0762 0.8718 0.0196
O 3.55984 -0.34367 1.95473 1.7278 -0.4656 -0.0677
H 2.63382 -2.16125 2.29509 -0.0003 0.0661 -0.4827
H 2.26581 -0.89984 3.42715 -0.4469 0.1116 0.1752
H 1.64107 -0.71244 1.74073 -0.7161 -0.7096 0.4296
H 3.31701 0.53306 1.64817 -0.5242 0.1467 0.0208
C -2.10426 3.01873 -3.75973 -1.0726 -0.8509 0.0548
O -1.75701 4.36185 -3.84644 0.6206 1.1108 0.1020
H -2.23806 2.65106 -4.77709 0.3626 -0.7144 0.0456
H -1.35508 2.50637 -3.15614 -0.1469 -0.5696 -0.3238
H -3.08658 2.90875 -3.30032 0.0196 0.1722 0.2292
H -0.83695 4.26747 -4.10370 0.2399 0.7918 -0.0912
C 2.17507 1.92267 -2.83268 1.1197 1.5288 0.6220
O 0.97661 1.49700 -3.34651 -0.5319 -0.1060 -0.9512
H 2.82601 2.37418 -3.58136 -0.0781 -0.3073 -0.4730
H 1.97713 2.76169 -2.16563 0.1873 0.2146 0.6246
H 2.77898 1.19510 -2.29042 -0.1723 -0.3877 -0.0288
H 0.64809 0.83100 -2.73814 -0.3993 -0.6966 -0.1407
C -3.60976 -0.78117 2.64751 -0.1125 0.7809 -0.4575
O -2.29148 -1.15342 2.39976 0.5722 -1.4195 0.2842
H -3.62190 -0.30135 3.62615 -0.5975 0.1489 0.1697
H -3.93212 -0.09436 1.86490 -0.2751 0.3895 0.1639
H -4.33355 -1.59463 2.59733 0.3316 -0.3714 0.2118
H -1.85097 -0.54181 1.80521 0.0854 0.3291 -0.2809
C -4.22159 2.02892 -0.40362 -0.1871 -0.2793 -1.0136
O -4.84462 2.58259 0.73534 0.1392 0.3458 0.0881
H -3.29641 1.52990 -0.11533 -0.2206 -0.1405 0.0418
H -4.90738 1.38085 -0.94932 0.1145 -0.8069 0.4253
H -4.00146 2.72071 -1.21668 0.3842 0.8261 0.3661
H -5.74637 2.78664 0.47688 -0.1118 0.0736 0.1747
C 3.49539 3.16489 2.05209 0.0966 1.2082 -0.1749
O 2.65465 2.28005 1.34622 0.8265 -0.6749 0.0134
H 2.89150 3.91278 2.56599 0.0054 -0.3283 0.7844
H 4.23842 2.65247 2.66319 -0.7398 -0.4285 0.4036
H 4.15079 3.80696 1.46363 -0.0562 -0.1472 -1.0228
H 1.91369 2.73066 0.93447 -0.3040 0.4668 0.0264
C 4.58126 -2.89705 -0.56733 -0.9196 -0.9085 -1.1466
C 4.03055 -1.64212 -1.30739 1.6180 -0.0816 0.2953
O 5.00954 -1.16421 -2.25852 -0.1266 0.3113 0.3168
O 4.42091 -4.06909 -1.40355 0.7142 0.4747 0.2890
H 4.11600 -3.09752 0.39779 -0.4611 0.3546 0.0825
H 5.65078 -2.88410 -0.35745 0.0074 0.7026 -0.2613
H 3.90188 -0.84375 -0.57652 0.0325 0.0896 -0.0336
H 3.09616 -1.76537 -1.85495 -0.2404 -0.5870 0.3706
H 5.00721 -1.71487 -3.04488 -0.1589 -0.2644 0.1428
H 3.48926 -4.16144 -1.61595 -0.5620 -0.1231 -0.0402
C 0.11756 -0.81707 -0.67913 -0.9838 0.5471 -0.4806
C -0.17397 0.62850 -0.30309 -0.3577 0.2703 1.8003
O -0.83612 0.64216 0.97712 0.4425 -0.5072 0.1011
O 0.28311 -0.71252 -2.07226 0.5520 -0.1638 -0.4286
H -0.71111 -1.47857 -0.42652 -0.2101 0.0831 0.0225
H 1.00257 -1.19666 -0.16848 0.2065 0.1021 -0.1195
H -0.85015 1.21392 -0.92611 0.3118 -0.5869 -0.9138
H 0.78202 1.14578 -0.22184 0.0495 0.2301 -0.0976
H -0.96904 1.54614 1.27166 0.0423 0.3456 -0.0402
H 0.07540 -1.51449 -2.55736 -0.2997 -0.4943 0.1437
C -0.02690 4.91736 0.04263 -1.7832 0.5576 -0.0395
C -1.52317 5.28698 -0.16224 -0.7103 -0.1596 -0.5774
O -2.22248 5.55441 1.04316 0.8781 0.0559 1.4841
O 0.09237 3.67797 0.70394 0.8323 -0.0499 -0.4860
H 0.43812 5.74352 0.58052 0.2839 -0.0356 0.2208
H 0.44223 4.82442 -0.93685 -0.0556 -0.0177 0.0106
H -2.05547 4.46701 -0.64432 0.3660 -0.2629 -0.3625
H -1.68545 6.17234 -0.77697 0.6832 0.0136 -0.4641
H -3.17709 5.49139 0.96354 0.1015 -0.2239 -0.4578
H -0.39114 3.70350 1.53289 -0.3732 0.0717 0.4080
C 0.47333 -3.58638 -4.01954 0.8487 -1.3128 -0.1474
C 1.24770 -4.79679 -3.45910 -0.1699 1.4124 -0.4759
O 1.67306 -4.42241 -2.14400 0.7910 -0.7233 -0.9408
O -0.61078 -3.39272 -3.17529 -0.6872 1.0304 0.5122
H 0.18216 -3.78748 -5.05050 -0.1862 0.0907 -0.1996
H 1.06547 -2.67153 -3.99676 0.3140 -0.1560 -0.0420
H 2.04879 -5.03195 -4.15985 0.7552 0.1933 0.5679
H 0.62957 -5.69380 -3.49646 -0.3432 0.0551 0.4428
H 0.90667 -4.40139 -1.56624 -0.3856 -0.1644 0.2874
H -1.28426 -4.02917 -3.42623 -0.7080 -0.2744 0.0210
C 0.08900 -3.95785 1.32586 -0.7124 0.0054 1.3184
C 0.73992 -4.50390 2.63111 -0.5870 1.5223 -1.1792
O 2.11675 -4.64806 2.42082 0.3617 -0.7067 0.5417
O 0.18573 -4.89517 0.26929 0.2995 0.0474 0.0611
H 0.47325 -3.00293 0.96728 0.5131 -0.2716 0.2309
H -0.95101 -3.75253 1.57949 -0.3837 -0.0089 -0.1420
H 0.19613 -5.39600 2.94183 0.2333 -0.5612 -0.1699
H 0.58528 -3.81856 3.46447 0.0988 0.3386 -0.1492
H 2.21496 -5.43627 1.88167 0.3362 0.0210 -0.2718
H -0.18362 -5.71353 0.60908 -0.2193 -0.2892 -0.2909
C -0.93637 2.70371 5.16607 1.2289 -0.1557 -1.0541
C -0.93485 2.06326 3.76264 0.4496 -2.0024 1.8405
O -1.40072 2.87422 2.74630 -0.5895 1.0748 -0.3153
O 0.00722 3.79096 5.15479 -0.9714 -0.2565 0.2271
H -0.56879 1.98792 5.90135 -0.0986 -0.0771 -0.0870
H -1.94333 3.01113 5.44824 -0.1216 0.2306 0.0662
H -1.55555 1.16745 3.78139 -0.1037 -0.3138 0.2078
H 0.05469 1.69515 3.49167 0.1840 0.3360 0.1132
H -2.34249 2.93329 2.92289 -0.4120 0.4737 -0.6179
H -0.38976 4.37644 4.50578 0.3337 0.5305 -0.1579
```
Positions in Å, forces in eV/Å.

Atomic partial charges in e from the Mulliken method, atoms 1 to 8:
1 C -0.792
2 O 0.056
3 H 0.061
4 H -0.407
5 H 0.148
6 H 0.341
7 C 0.272
8 O -0.566